(1)
Below is 8 unconnected molecules or ions with the total composition C35H86ClN2O11S2, with properties calculated with ωB97M-V with the def2-TZVPD basis set.

Calculated values
- largest force on an atom (Eh/bohr) = 0.0139
- net charge = +1
- highest occupied orbital energy (eV) = -10.51
- HOMO-LUMO gap (eV) = 8.379

Each line ends with the Mulliken charge.
CARTESIAN COORDINATES (ANGSTROEM)
Cl 4.939 0.113 0.741  -0.23
S 2.582 -5.935 -3.092  -0.27
S 1.633 -0.072 1.587  -0.26
O -3.727 5.511 1.124  -0.52
O -3.217 -1.802 5.825  -0.49
O -1.070 2.598 -2.663  -0.37
O -2.710 -3.360 2.024  -0.38
O -1.304 0.661 0.812  0.40
O 6.540 2.718 1.626  -0.36
O -1.996 1.441 3.203  -0.34
O -5.875 -1.135 3.028  -0.41
O 1.202 -1.520 -0.697  -0.59
O -0.561 -4.606 -5.699  -0.50
O 3.716 -1.618 -5.706  -0.44
N -0.227 0.969 -1.243  0.89
N 0.744 1.913 -0.812  0.21
C 0.984 4.257 -0.218  -1.54
C 0.309 2.941 0.143  0.79
C -2.123 3.537 -2.946  -0.56
C 2.880 -0.099 -1.859  -0.48
C 3.723 -0.782 -8.004  -1.19
C -0.623 -0.007 -0.171  -1.26
C 4.426 -1.329 -0.182  -0.42
C 7.786 2.724 2.320  -0.23
C -4.458 -1.158 6.141  -0.01
C -2.497 6.130 1.494  -0.37
C -6.256 -3.550 3.053  -0.98
C 0.380 0.102 -2.329  -2.65
C -2.386 4.477 -1.790  -0.67
C 3.143 3.612 1.090  -0.69
C 2.106 -4.274 -3.684  -0.16
C 4.121 -0.956 -1.623  -1.33
C -0.885 -4.793 2.846  -1.35
C 8.964 2.926 1.387  -1.03
C 2.519 4.211 -0.184  -0.76
C 1.524 -0.826 -1.910  3.10
C -2.990 0.692 2.559  0.15
C 0.557 -0.831 0.347  0.76
C -1.760 -4.796 -4.950  -0.07
C 1.603 -1.903 -3.037  -1.61
C -2.819 -5.544 -5.736  -1.21
C -0.111 1.433 4.725  -1.55
C 2.934 -1.436 -6.888  -0.15
C -4.416 -0.479 7.495  -1.26
C -2.510 0.028 1.250  -0.73
C -1.362 -3.781 1.824  0.28
C -1.222 0.616 4.079  1.14
C -1.483 1.603 -1.803  -0.74
C 1.702 -3.342 -2.540  -0.65
C -1.697 5.282 2.466  -0.80
C -6.834 -2.166 3.292  -0.35
H 4.118 -1.868 -2.223  0.23
H -2.688 7.120 1.920  0.37
H 2.040 -0.844 -6.656  0.22
H 3.588 -1.785 0.338  0.14
H -2.069 1.984 -0.966  0.28
H -1.273 -0.717 -0.703  0.86
H 0.068 -1.600 0.952  -0.94
H 2.403 3.375 1.855  0.23
H 2.978 -3.865 -4.193  0.37
H 0.136 -5.110 2.629  0.40
H -0.448 -0.510 -2.681  0.92
H -2.437 -6.513 -6.055  0.31
H -3.204 5.145 -2.066  0.53
H -1.947 6.272 0.563  0.18
H -0.693 -2.910 1.827  0.04
H -1.532 -5.670 2.838  0.34
H 2.890 5.227 -0.319  0.64
H 0.756 -1.814 -3.725  0.91
H -5.360 0.025 7.705  0.36
H -5.272 -1.887 6.102  0.31
H -3.713 -5.702 -5.133  0.35
H -0.808 -0.223 3.505  -0.21
H -2.149 -3.826 -4.615  0.21
H -3.050 -2.465 6.501  0.27
H 4.977 -0.373 -1.973  0.64
H 6.557 1.994 0.992  0.22
H -0.748 5.760 2.715  0.35
H 0.852 0.934 4.616  0.33
H 4.026 -0.754 -5.421  0.24
H 2.610 -2.434 -7.178  0.30
H -0.773 3.046 0.183  -0.22
H 3.720 2.713 0.873  -0.06
H -1.340 -4.216 0.824  0.33
H 3.115 -0.680 -8.903  0.37
H 1.182 2.311 -1.630  0.51
H -3.276 0.166 0.478  0.20
H 7.720 3.542 3.036  0.27
H -3.106 -4.985 -6.629  0.35
H -2.717 3.967 -0.884  0.20
H -4.627 -0.433 5.345  0.19
H 2.878 0.722 -1.142  -0.04
H -0.046 2.412 4.255  0.22
H 0.612 5.051 0.430  0.27
H 2.444 -3.424 -1.743  0.63
H -7.707 -2.015 2.650  0.32
H 9.024 2.112 0.660  0.31
H -3.804 1.377 2.328  0.37
H 8.857 3.861 0.836  0.25
H 0.676 0.750 -3.154  0.29
H 3.845 4.308 1.547  0.43
H -2.771 -2.961 2.900  0.20
H -5.923 -3.633 2.015  0.33
H 5.265 -2.022 -0.155  0.56
H -0.903 -4.363 3.847  0.29
H 2.177 0.885 0.835  -0.16
H -5.575 -1.296 2.128  0.22
H -1.465 -5.364 -4.068  0.29
H 0.754 -3.684 -2.121  0.35
H 4.062 0.214 -7.708  0.34
H 1.285 -4.408 -4.384  0.02
H -2.345 -1.045 1.373  0.15
H -5.390 -3.741 3.686  0.17
H -1.494 4.296 2.041  0.06
H -2.048 0.812 -2.305  0.66
H 4.603 -1.378 -8.244  0.30
H -1.518 5.095 -1.571  0.06
H 2.880 3.659 -1.058  0.26
H -2.251 5.130 3.394  0.50
H 9.902 2.953 1.942  0.36
H -4.236 -1.206 8.289  0.35
H 7.900 1.793 2.885  0.24
H 0.615 2.633 1.144  -0.03
H -3.367 -0.099 3.213  -0.23
H -0.775 -4.109 -6.494  0.27
H -7.002 -4.324 3.232  0.41
H -0.291 1.560 5.791  0.44
H -3.613 0.258 7.527  0.30
H -7.154 -2.029 4.324  0.33
H 2.534 -5.677 -1.783  0.11
H 0.677 4.520 -1.237  0.26
H -1.793 4.086 -3.826  0.39
H 2.989 0.353 -2.850  0.54
H -1.916 0.207 4.818  -0.12
H -3.037 3.009 -3.233  0.34
H 2.488 -1.707 -3.642  -0.20
H -4.243 5.386 1.926  0.31



(2)
Below is 2 unconnected molecules or ions with the total composition C3H10N4O, with properties calculated with ωB97M-V with the def2-TZVPD basis set.

Calculated values
- largest force on an atom (Eh/bohr) = 0.0206
- relative energy (zero: lowest compared OMol25 entry of this formula, charge and spin) (kJ/mol) = 353.5
- SMILES = C/C=N/N.N/C=N\O
- highest occupied orbital energy (eV) = -8.41
- HOMO-LUMO gap (eV) = 9.420

Each line ends with the Mulliken charge.
CARTESIAN COORDINATES (ANGSTROEM)
O 2.291 0.280 0.519  -0.44
N -0.442 1.486 -1.536  -0.44
N 1.411 -0.402 1.407  -0.46
N -1.056 0.375 -1.021  -0.26
N 0.131 1.583 1.496  -0.50
C -0.419 -0.727 -0.980  0.06
C -1.075 -1.952 -0.449  -1.05
C 0.427 0.304 1.822  0.09
H -0.216 -0.195 2.533  0.39
H -0.827 1.879 1.581  0.27
H 0.602 1.930 0.672  0.32
H -2.056 -1.710 -0.048  0.29
H 3.050 -0.313 0.475  0.35
H -1.116 2.094 -1.982  0.22
H 0.381 1.305 -2.115  0.22
H -0.464 -2.381 0.344  0.29
H -1.176 -2.697 -1.238  0.32
H 0.551 -0.857 -1.477  0.33



(3)
Below is 2 unconnected molecules or ions with the total composition C11H17N, with properties calculated with ωB97M-V with the def2-TZVPD basis set.

Calculated values
- largest force on an atom (Eh/bohr) = 0.0800
- relative energy (zero: lowest compared OMol25 entry of this formula, charge and spin) (kJ/mol) = 314.0
- highest occupied orbital energy (eV) = -7.68
- HOMO-LUMO gap (eV) = 8.687

Each line ends with the Mulliken charge.
CARTESIAN COORDINATES (ANGSTROEM)
N -1.280 -0.250 -0.217  0.46
C -1.880 -0.800 0.908  -0.33
C 0.859 -1.335 0.267  -0.82
C 0.897 1.641 -0.636  0.39
C -3.436 0.320 -0.259  -0.59
C 2.316 1.656 -0.212  -1.36
C 0.071 2.448 0.340  -1.17
C 0.058 -0.511 -0.655  -0.10
C -2.246 0.412 -0.894  -0.54
C 2.174 -2.020 -0.065  -0.55
C 0.922 -2.891 0.083  -0.64
C -3.227 -0.430 0.876  -0.59
H -4.327 0.834 -0.448  0.46
H 0.867 2.032 -1.603  0.32
H 0.383 3.489 0.413  0.41
H 2.850 -2.135 0.787  0.26
H 2.624 -1.980 -1.107  0.23
H 0.128 -0.734 -1.795  0.23
H 2.509 1.275 0.888  0.22
H 0.647 -3.478 0.943  0.23
H -0.974 2.375 0.218  0.30
H 0.246 1.891 1.298  0.24
H 0.876 -0.971 1.208  0.90
H 0.375 -3.429 -0.757  0.22
H -1.271 -1.469 1.543  0.35
H 3.150 1.224 -0.776  0.34
H -3.967 -0.912 1.550  0.33
H 2.636 2.760 -0.137  0.35
H -1.980 0.987 -1.762  0.43



(4)
Below is 2 unconnected molecules or ions with the total composition C3H7NO, with properties calculated with ωB97M-V with the def2-TZVPD basis set.

Calculated values
- largest force on an atom (Eh/bohr) = 0.0252
- relative energy (zero: lowest compared OMol25 entry of this formula, charge and spin) (kJ/mol) = 222.2
- SMILES = CC=O.C=N
- highest occupied orbital energy (eV) = -9.73
- HOMO-LUMO gap (eV) = 10.786

Each line ends with the Mulliken charge.
CARTESIAN COORDINATES (ANGSTROEM)
O 2.030 -1.185 -1.431  -0.46
N -1.036 2.464 -0.294  -0.44
C -1.153 2.737 0.936  -0.26
C 0.541 -2.044 0.217  -0.62
C 1.176 -1.985 -1.159  0.11
H 0.927 -2.813 -1.838  0.31
H 0.051 -1.101 0.467  0.13
H -1.599 3.704 1.173  0.22
H -0.265 -2.783 0.196  0.27
H 1.316 -2.314 0.928  0.25
H -0.785 2.037 1.679  0.25
H -1.204 3.282 -0.874  0.23



(5)
Below is a molecular structure, C21H48BGaNO6, with properties calculated with ωB97M-V with the def2-TZVPD basis set.

Calculated values
- largest force on an atom (Eh/bohr) = 0.0147
- net charge = -1
- highest occupied orbital energy (eV) = -3.72
- HOMO-LUMO gap (eV) = 5.598

Each line ends with the Mulliken charge.
CARTESIAN COORDINATES (ANGSTROEM)
Ga 2.345 1.780 -3.532  -0.34
O -3.656 -0.463 -3.345  -0.49
O 3.369 1.996 -5.131  -0.60
O 2.490 -1.564 2.896  -0.57
O -4.495 -2.310 1.442  -0.53
O -3.046 -5.177 5.813  -0.56
O 4.742 0.818 -1.606  -0.63
N 2.715 -0.307 -1.194  -0.59
C -4.732 -0.876 -2.995  0.77
C -5.815 -4.033 2.405  -0.97
C -4.401 -3.283 6.283  -1.03
C 4.673 -1.223 1.994  -1.03
C -3.275 -4.263 2.029  -0.93
C 4.639 2.534 -5.045  0.08
C 1.390 5.012 -0.693  -0.74
C 2.375 4.147 1.579  -1.12
C 0.684 0.721 -4.044  -0.49
C -5.084 -1.020 -1.534  -1.00
C 1.961 3.723 -1.296  -0.26
C -1.903 -3.387 6.886  -1.16
C -5.793 -1.283 -3.997  -1.12
C 4.015 -3.348 3.266  -1.08
C 3.607 -1.992 2.731  0.90
C 1.793 3.628 -2.815  -0.71
C -4.523 -3.423 1.911  0.86
C -0.643 1.381 -3.637  -0.93
C 1.598 5.236 0.828  -0.36
C -3.108 -4.063 6.280  0.89
C 4.673 4.050 -5.274  -1.07
B 3.397 0.693 -1.999  0.67
H 0.319 5.032 -0.919  0.30
H 0.632 5.379 1.319  0.31
H -4.247 -0.699 -0.921  0.28
H 4.390 4.600 -4.374  0.23
H -1.510 0.725 -3.769  0.27
H -5.739 -4.273 3.467  0.16
H 5.030 -1.796 1.138  0.34
H -1.042 -4.047 6.823  0.31
H -6.061 -2.332 -3.853  0.31
H 2.865 -0.108 -0.209  0.05
H 0.684 0.539 -5.125  0.35
H 5.069 1.686 -1.878  0.25
H 3.174 -3.811 3.777  0.29
H -6.696 -0.688 -3.849  0.33
H 5.293 2.065 -5.802  0.37
H 0.728 -0.275 -3.583  0.27
H 0.738 3.798 -3.065  0.39
H -3.075 -4.515 3.073  0.14
H -5.180 -3.887 5.822  0.18
H 2.371 4.423 -3.301  0.26
H 1.451 2.866 -0.839  0.20
H 2.079 3.144 1.276  0.25
H -4.690 -3.043 7.308  0.39
H 1.719 -0.323 -1.370  0.22
H -3.397 -5.196 1.476  0.33
H 3.452 4.249 1.433  0.27
H -2.099 -3.135 7.930  0.34
H 3.024 3.639 -1.041  0.27
H -5.417 -1.136 -5.006  0.29
H 3.984 4.315 -6.078  0.22
H -4.284 -2.349 5.732  0.31
H 5.120 2.324 -4.069  -0.12
H -5.317 -2.061 -1.300  0.24
H 1.826 5.854 -1.238  0.30
H -0.819 2.300 -4.204  0.25
H 5.682 4.378 -5.552  0.41
H 4.343 -3.988 2.445  0.31
H -5.966 -0.423 -1.291  0.36
H -6.628 -3.326 2.253  0.30
H -0.630 1.664 -2.577  0.20
H 2.195 4.230 2.654  0.40
H 2.141 6.176 0.969  0.21
H -2.430 -3.710 1.626  0.30
H -1.689 -2.458 6.354  0.32
H 4.853 -3.242 3.957  0.31
H -6.031 -4.959 1.870  0.34
H 4.280 -0.274 1.640  0.14
H 5.515 -1.036 2.664  0.40